The molecule C4H6O2 in a non-equilibrium geometry. Source: OMol25; level of theory: ωB97M-V/def2-TZVPD.

energy above the lowest of the compared OMol25 structures with the same formula, charge and spin	63.80	kcal per mole
LUMO level	0.825	eV
SMILES	O=C[C@@H]1C[C@@H]1O
charge	0
E_HOMO	-9.50	eV
largest force on an atom	1.52	eV/A

Geometry as XYZ:
```
12
Properties=species:S:1:pos:R:3:forces:R:3:lowdin_charge:R:1
O -1.25463 0.38728 0.87042 -1.05 -0.03 -0.56 -0.05
C -0.88352 -0.41254 -0.28687 -0.11 0.31 0.27 -0.25
C 0.13114 0.08380 -1.30193 -0.15 0.39 0.38 -0.06
C 0.57408 -0.71910 -0.09334 0.17 0.22 0.53 -0.16
C 0.83852 0.18261 1.15452 1.43 -0.42 -0.29 -0.29
O 1.03911 -0.19167 2.27896 0.05 -0.10 -0.71 0.06
H -1.34115 1.35550 0.81613 -0.08 -0.64 -0.87 0.12
H -1.68050 -1.11947 -0.52961 0.49 0.19 -0.05 0.15
H 0.17859 -0.29516 -2.33866 -0.24 -0.21 0.94 0.12
H 0.36900 1.14296 -1.27767 -0.03 0.08 0.11 0.10
H 1.11234 -1.67059 -0.15862 -0.58 0.29 0.05 0.14
H 0.91701 1.25638 0.86667 0.10 -0.08 0.20 0.13
```
Forces are in eV/Å.

The molecule C4H6O2 in a non-equilibrium geometry. Source: OMol25; level of theory: ωB97M-V/def2-TZVPD.

energy above the lowest of the compared OMol25 structures with the same formula, charge and spin	28.39	kcal per mole
LUMO level	-0.526	eV
SMILES	CCC(=O)C=O
charge	0
E_HOMO	-9.80	eV
largest force on an atom	1.02	eV/A

Geometry as XYZ:
```
12
Properties=species:S:1:pos:R:3:forces:R:3:lowdin_charge:R:1
C -1.39447 -0.35807 0.43965 -0.25 -0.01 -0.06 -0.09
C -0.03270 0.20650 0.85967 -0.04 0.27 -0.11 -0.17
C 0.50791 0.75584 -0.47082 -0.22 -0.09 0.21 -0.36
O 0.04238 1.66665 -1.12272 0.47 -0.56 0.71 0.11
C 1.59916 -0.14698 -1.05267 0.31 -0.49 0.24 -0.15
O 1.99956 -1.06720 -0.38472 0.25 0.13 -0.56 0.07
H -2.08999 0.46750 0.28795 -0.10 -0.17 -0.05 0.08
H -1.27043 -0.87402 -0.52103 -0.20 -0.02 0.17 0.08
H -1.81591 -1.08189 1.14133 0.13 0.22 0.06 0.08
H 0.57681 -0.59799 1.29252 0.06 0.45 -0.49 0.10
H -0.09263 0.99908 1.60945 -0.26 0.04 -0.19 0.12
H 1.97030 0.03059 -2.07862 -0.14 0.22 0.09 0.13
```
Forces are in eV/Å.

The molecule C4H6O2 in a non-equilibrium geometry. Source: OMol25; level of theory: ωB97M-V/def2-TZVPD.

energy above the lowest of the compared OMol25 structures with the same formula, charge and spin	117.24	kcal per mole
LUMO level (alpha / beta)	0.945 / 0.813	eV
charge	0
E_HOMO (alpha / beta)	-7.30 / -7.21	eV
largest force on an atom	2.85	eV/A

Geometry as XYZ:
```
12
Properties=species:S:1:pos:R:3:forces:R:3:lowdin_charge:R:1
C -0.50777 -0.25551 1.07079 0.36 0.48 -0.16 -0.14
C 0.86254 -0.45524 0.41561 0.64 0.25 -0.19 -0.18
O 0.57795 -1.12242 -0.82533 0.13 0.02 -0.39 -0.06
C 0.34876 0.00236 -1.56682 -0.74 -0.67 -0.91 -0.23
O -0.58334 0.84343 -1.09097 0.18 0.25 -0.70 -0.01
C -0.97994 0.83123 0.16128 -0.98 0.13 0.64 -0.13
H -0.46998 0.09654 2.10889 0.15 0.07 -0.24 0.12
H -1.14588 -1.16240 1.07003 0.57 0.25 -0.15 0.12
H 1.62508 -0.94651 1.01718 -0.09 -0.19 -0.23 0.13
H 1.27696 0.48005 -0.17908 0.17 -0.53 2.80 0.15
H 0.39931 -0.07726 -2.63413 -0.26 -0.07 -0.29 0.13
H -1.34790 1.78195 0.51577 -0.13 0.01 -0.18 0.11
```
Forces are in eV/Å.

The molecule C4H6O2 in a non-equilibrium geometry. Source: OMol25; level of theory: ωB97M-V/def2-TZVPD.

energy above the lowest of the compared OMol25 structures with the same formula, charge and spin	59.52	kcal per mole
LUMO level	0.938	eV
SMILES	O=CC[C@H]1CO1
charge	0
E_HOMO	-10.03	eV
largest force on an atom	1.23	eV/A

Geometry as XYZ:
```
12
Properties=species:S:1:pos:R:3:forces:R:3:lowdin_charge:R:1
O 1.83720 -0.72360 -0.09290 -0.26 0.77 -0.73 -0.04
C 1.04911 -0.28776 0.98233 -0.28 0.22 0.58 -0.18
C 0.80613 0.31935 -0.30708 0.87 -0.69 -0.53 -0.28
C -0.45195 -0.23139 -0.95841 0.18 0.12 0.14 -0.09
C -1.50287 0.30118 0.00261 0.03 0.54 0.14 -0.23
O -1.18515 1.30033 0.60691 -1.11 0.06 0.15 0.04
H 1.54697 0.24694 1.78180 0.11 0.03 -0.01 0.12
H 1.10371 1.34741 -0.54242 0.33 -0.67 0.15 0.15
H -0.27998 -1.31182 -1.01983 -0.63 0.06 0.10 0.13
H -0.67589 0.13759 -1.97073 0.19 -0.02 0.25 0.13
H 0.24998 -0.95872 1.30890 0.38 -0.18 0.18 0.12
H -2.49725 -0.13951 0.20881 0.19 -0.24 -0.43 0.13
```
Forces are in eV/Å.

The molecule C4H6O2. Source: OMol25; level of theory: ωB97M-V/def2-TZVPD.

energy above the lowest of the compared OMol25 structures with the same formula, charge and spin	53.59	kcal per mole
LUMO level	1.071	eV
SMILES	C1O[C@H]2C[C@H]2O1
charge	0
E_HOMO	-9.22	eV
largest force on an atom	0.85	eV/A

Geometry as XYZ:
```
12
Properties=species:S:1:pos:R:3:forces:R:3:lowdin_charge:R:1
C -0.55158 0.49760 -1.11618 -0.13 0.12 -0.07 -0.01
C 0.71099 0.64583 -0.30414 0.21 0.13 -0.11 -0.25
O 0.64832 0.67878 1.09504 -0.11 0.25 0.15 -0.03
C -0.23091 -0.35944 1.45456 -0.25 0.04 0.37 -0.21
O -0.14968 -1.36793 0.46379 0.18 0.04 0.02 -0.03
C 0.25202 -0.70691 -0.70263 0.50 0.26 -0.05 -0.25
H -0.53153 0.78688 -2.16112 0.08 0.07 0.15 0.11
H -1.49501 0.68563 -0.61217 0.08 -0.18 -0.16 0.11
H 1.59429 1.12111 -0.71383 -0.11 -0.07 0.15 0.15
H 0.06394 -0.77968 2.41734 -0.02 0.08 -0.07 0.14
H -1.25362 0.04346 1.50311 0.06 -0.18 0.04 0.13
H 0.94278 -1.24532 -1.32378 -0.48 -0.54 -0.43 0.15
```
Forces are in eV/Å.

The molecule C4H6O2. Source: OMol25; level of theory: ωB97M-V/def2-TZVPD.

energy above the lowest of the compared OMol25 structures with the same formula, charge and spin	30.95	kcal per mole
LUMO level	1.032	eV
SMILES	O=COC1CC1
charge	0
E_HOMO	-10.49	eV
largest force on an atom	0.49	eV/A

Geometry as XYZ:
```
12
Properties=species:S:1:pos:R:3:forces:R:3:lowdin_charge:R:1
O -1.41894 -1.52986 1.15731 -0.19 0.37 -0.25 0.08
C -1.88393 -0.79442 0.33089 0.05 -0.27 0.24 -0.34
O -1.30045 0.27931 -0.22369 -0.03 -0.11 -0.02 0.01
C -0.01085 0.67257 0.21340 0.15 0.13 0.11 -0.30
C 1.04385 0.71904 -0.84277 0.05 0.12 -0.15 -0.08
C 1.11968 -0.29748 0.26545 0.06 -0.15 0.08 -0.09
H -2.88515 -0.90351 -0.11233 0.09 -0.03 0.04 0.14
H -0.06259 1.46589 0.95384 0.00 -0.15 -0.11 0.15
H 0.74136 0.35511 -1.82030 0.05 0.06 0.15 0.11
H 1.73639 1.55433 -0.85975 -0.11 -0.12 0.05 0.10
H 0.91384 -1.33512 0.03078 0.01 0.18 -0.01 0.11
H 1.84638 -0.15184 1.05937 -0.12 -0.03 -0.13 0.11
```
Forces are in eV/Å.

A structure of composition C4H6O2. Source: OMol25; level of theory: ωB97M-V/def2-TZVPD.

energy above the lowest of the compared OMol25 structures with the same formula, charge and spin	11.95	kcal per mole
LUMO level	0.870	eV
charge	0
E_HOMO	-10.52	eV
largest force on an atom	0.60	eV/A

Geometry as XYZ:
```
12
Properties=species:S:1:pos:R:3:forces:R:3:lowdin_charge:R:1
C -1.56938 -0.09928 0.28632 0.02 0.00 0.02 -0.04
C -0.25218 -0.18775 -0.44151 -0.28 0.16 -0.12 -0.33
C 0.89482 0.76099 -0.07221 -0.01 0.11 -0.03 0.00
C 1.67140 -0.53334 0.09981 0.58 -0.09 0.10 -0.48
O 2.80421 -0.87022 0.25418 -0.57 0.14 0.03 0.14
O 0.57057 -1.33052 -0.03882 0.09 -0.12 -0.03 0.06
H -1.42947 0.04386 1.36283 0.02 -0.08 -0.15 0.09
H -2.15804 -1.00655 0.11836 0.09 0.13 0.05 0.09
H -2.13771 0.75178 -0.10491 0.07 -0.11 0.07 0.09
H -0.40356 -0.25816 -1.52290 -0.02 0.04 0.11 0.15
H 1.26300 1.45835 -0.82604 -0.02 -0.13 0.11 0.12
H 0.74634 1.27083 0.88489 0.03 -0.06 -0.17 0.13
```
Forces are in eV/Å.

The molecule C4H6O2. Source: OMol25; level of theory: ωB97M-V/def2-TZVPD.

energy above the lowest of the compared OMol25 structures with the same formula, charge and spin	95.18	kcal per mole
LUMO level	0.559	eV
charge	0
E_HOMO	-8.82	eV
largest force on an atom	0.45	eV/A

Geometry as XYZ:
```
12
Properties=species:S:1:pos:R:3:forces:R:3:lowdin_charge:R:1
O 1.63758 -0.25611 -0.77542 0.19 -0.30 0.17 -0.01
C 0.99376 0.34834 0.29936 0.01 0.07 0.12 -0.38
C -0.48063 0.66725 0.10358 -0.10 0.00 -0.20 -0.29
C -1.16175 -0.48958 -0.59425 -0.09 -0.03 -0.08 -0.03
C 0.51955 -0.28976 1.62840 0.12 0.43 0.10 0.07
O -0.61355 0.41363 1.54076 0.21 -0.29 0.25 -0.06
H 2.29176 -0.89000 -0.45875 -0.04 0.06 0.05 0.11
H 1.54582 1.22155 0.68725 -0.09 0.05 -0.21 0.15
H -0.80561 1.66881 -0.20514 0.00 -0.23 0.14 0.15
H -2.24954 -0.41837 -0.53776 0.08 0.07 -0.12 0.09
H -0.82120 -0.58016 -1.62760 -0.17 0.13 0.04 0.09
H -0.85620 -1.39559 -0.06043 -0.12 0.03 -0.27 0.09
```
Forces are in eV/Å.

The molecule C4H6O2. Source: OMol25; level of theory: ωB97M-V/def2-TZVPD.

energy above the lowest of the compared OMol25 structures with the same formula, charge and spin	28.63	kcal per mole
LUMO level	0.602	eV
SMILES	C=C(O)CC=O
charge	0
E_HOMO	-9.05	eV
largest force on an atom	0.54	eV/A

Geometry as XYZ:
```
12
Properties=species:S:1:pos:R:3:forces:R:3:lowdin_charge:R:1
O -1.54280 -1.18873 0.93731 -0.07 0.52 -0.13 0.05
C -1.56854 -0.04961 0.52010 0.01 -0.39 0.17 -0.21
C -0.32631 0.80773 0.42662 0.03 0.03 -0.01 -0.10
C 0.79403 0.00346 -0.19348 -0.03 0.21 -0.26 -0.43
O 1.19421 -1.07440 0.53329 -0.09 -0.07 0.00 0.03
C 1.34758 0.30682 -1.36454 -0.01 -0.03 0.09 0.07
H 0.40500 -1.43400 0.97679 0.13 0.01 -0.01 0.09
H -2.52107 0.39481 0.17741 0.03 -0.04 0.05 0.13
H -0.05081 1.09854 1.45101 -0.03 -0.05 -0.12 0.14
H -0.52656 1.71942 -0.14148 0.03 -0.17 0.04 0.12
H 1.04140 1.19155 -1.91093 0.05 -0.11 0.12 0.06
H 2.11418 -0.33170 -1.78852 -0.05 0.10 0.07 0.07
```
Forces are in eV/Å.

The molecule C4H6O2. Source: OMol25; level of theory: ωB97M-V/def2-TZVPD.

energy above the lowest of the compared OMol25 structures with the same formula, charge and spin	39.14	kcal per mole
LUMO level	0.920	eV
SMILES	CC(=O)[C@H]1CO1
charge	0
E_HOMO	-9.91	eV
largest force on an atom	0.58	eV/A

Geometry as XYZ:
```
12
Properties=species:S:1:pos:R:3:forces:R:3:lowdin_charge:R:1
C 1.44559 0.42000 -0.29742 0.05 -0.03 0.02 -0.01
C 0.52451 0.67461 0.86261 0.00 0.20 0.20 -0.39
O 0.76165 1.49753 1.72208 -0.22 -0.40 -0.36 0.09
C -0.76798 -0.10412 0.90622 -0.05 0.25 0.21 -0.21
C -1.43279 -0.55128 -0.33016 -0.11 0.22 -0.18 -0.11
O -0.76533 -1.46946 0.50430 0.17 -0.17 0.12 -0.02
H 1.38011 -0.63021 -0.59953 0.16 0.19 -0.03 0.09
H 1.12768 1.05299 -1.13887 0.13 -0.16 0.18 0.10
H 2.45936 0.69888 0.00169 -0.17 -0.11 -0.18 0.09
H -1.36255 0.10765 1.79156 -0.01 0.01 -0.11 0.15
H -0.93657 -0.39627 -1.28776 -0.20 0.11 0.11 0.11
H -2.52307 -0.59241 -0.34687 0.25 -0.11 0.01 0.12
```
Forces are in eV/Å.